# C46H63BrI2N2O19

A molecular structure, C46H63BrI2N2O19 (the ωB97M-V functional and the def2-TZVPD basis, the Open Molecules 2025 dataset).

Element x y z (Å)
C (4.97460, -4.69581, 3.52170)
C (5.93093, -5.73480, 2.71901)
C (6.88466, -4.97432, 1.62741)
C (6.17294, -5.14301, 0.18061)
C (6.42992, -3.87001, -0.80478)
C (5.07212, -3.24905, -1.42465)
C (4.94428, -1.63976, -1.23302)
C (3.56091, -1.20427, -0.48998)
C (3.08234, 0.28850, -0.85691)
C (2.13387, 0.96144, 0.28652)
C (1.15803, 2.09570, -0.31920)
C (0.21626, 2.79063, 0.82119)
C (-0.84103, 1.68127, 1.33273)
C (-2.38964, 2.17648, 1.26870)
C (-3.34129, 1.41608, 2.34575)
C (-3.97514, 0.04823, 1.76319)
C (-5.39539, 0.04318, 1.05329)
Br (-6.39483, 1.74395, 0.92984)
C (-5.96064, -1.31697, 0.45903)
C (-7.35484, -1.43089, -0.31507)
C (-8.38024, -2.51762, 0.28450)
C (-9.20855, -3.13094, -0.94991)
O (-8.44236, -3.99263, -1.82695)
C (-8.84884, -5.38355, -1.72139)
C (-5.05449, -2.56532, 0.65813)
C (-3.65088, -2.61157, 1.35242)
C (-3.10742, -1.26879, 1.91521)
O (-1.79416, -1.28033, 2.52499)
C (-0.82288, -1.69721, 1.55073)
N (-0.14076, -2.23328, 0.69685)
C (-3.04048, -4.08726, 1.29758)
O (-2.07760, -4.58672, 1.95334)
N (-3.87890, -4.72197, 0.26749)
C (-3.24765, -5.10201, -1.01324)
I (-2.97853, -7.25224, -1.35234)
C (-2.80311, -4.20921, -2.03304)
C (-2.94401, -2.62260, -1.86171)
I (-1.91559, -4.99508, -3.86901)
C (-5.21552, -4.09542, 0.23261)
O (-6.21312, -4.80003, -0.05641)
H (5.53135, -3.69630, 3.58092)
H (4.73731, -5.07618, 4.58459)
H (4.02404, -4.50559, 2.89935)
H (6.52314, -6.37122, 3.46253)
H (5.23395, -6.43637, 2.12028)
H (6.97771, -3.87675, 1.96049)
H (7.96405, -5.39699, 1.64336)
H (6.58979, -6.11632, -0.27260)
H (5.04186, -5.26472, 0.30657)
H (7.09823, -3.10952, -0.27115)
H (7.06410, -4.29134, -1.68092)
H (4.14945, -3.79413, -0.97932)
H (5.06995, -3.53200, -2.55027)
H (5.87373, -1.28792, -0.64959)
H (5.02847, -1.18905, -2.29943)
H (3.76209, -1.33744, 0.63417)
H (2.76655, -1.95714, -0.86814)
H (2.45760, 0.21473, -1.82671)
H (4.02388, 0.91385, -1.07483)
H (2.87429, 1.40001, 1.06605)
H (1.52330, 0.15108, 0.83021)
H (0.54275, 1.60806, -1.15906)
H (1.83486, 2.93160, -0.73015)
H (-0.39528, 3.67045, 0.37340)
H (0.88728, 3.13684, 1.69818)
H (-0.76822, 0.79539, 0.59043)
H (-0.63575, 1.38255, 2.42001)
H (-2.78249, 1.88112, 0.21558)
H (-2.46470, 3.33022, 1.36741)
H (-2.65951, 1.14170, 3.24271)
H (-4.17169, 2.11938, 2.73562)
H (-7.86964, -0.39565, -0.20994)
H (-7.16214, -1.54708, -1.45229)
H (-9.15008, -1.92502, 0.92244)
H (-7.91403, -3.28956, 0.98581)
H (-9.53761, -2.22252, -1.59876)
H (-10.18535, -3.61465, -0.58507)
H (-7.89292, -6.04033, -1.65721)
H (-9.44127, -5.62252, -0.76001)
H (-9.42483, -5.77184, -2.64041)
H (-4.05029, -2.27123, -1.87056)
H (-2.35780, -2.19637, -0.97460)
H (-2.48042, -2.14667, -2.81408)
C (-9.81776, -2.63790, -4.51512)
C (-9.77800, -3.54665, -5.70476)
O (-11.05691, -4.16415, -5.67883)
C (-11.89066, -3.33100, -4.99499)
O (-13.07993, -3.46781, -4.93038)
O (-11.19848, -2.32318, -4.39531)
H (-9.22501, -1.73306, -4.66210)
H (-9.48748, -3.13404, -3.59790)
H (-9.66785, -3.00000, -6.64628)
H (-8.98435, -4.29236, -5.63327)
C (7.14038, 0.49394, 3.91235)
C (6.30932, -0.75180, 3.86050)
O (5.89641, -0.80575, 2.50331)
C (6.80484, -0.09439, 1.77968)
O (6.84930, -0.07582, 0.58209)
O (7.65562, 0.59125, 2.59264)
H (7.94987, 0.42539, 4.64109)
H (6.54451, 1.38636, 4.12587)
H (6.88846, -1.65139, 4.09022)
H (5.44675, -0.70581, 4.52750)
C (1.05519, 5.27505, 5.96067)
C (-0.29313, 4.83264, 5.47965)
O (-0.28766, 5.21536, 4.11223)
C (1.01548, 5.29213, 3.72300)
O (1.37509, 5.42713, 2.58793)
O (1.85586, 5.19424, 4.79042)
H (1.45022, 4.62934, 6.74674)
H (1.05400, 6.30929, 6.31745)
H (-0.42521, 3.74830, 5.54302)
H (-1.10819, 5.32087, 6.01653)
C (3.77596, 5.93860, -3.69589)
C (3.29858, 5.94589, -2.27663)
O (3.45715, 4.59116, -1.87793)
C (4.40980, 4.04477, -2.68422)
O (4.90486, 2.96620, -2.51091)
O (4.72705, 4.88159, -3.71026)
H (4.23980, 6.88268, -3.98430)
H (2.97645, 5.70407, -4.40519)
H (3.91398, 6.57911, -1.63126)
H (2.25648, 6.25762, -2.18885)
C (5.92474, 9.69011, -1.54822)
C (5.97573, 10.94161, -2.36995)
O (5.43760, 10.52823, -3.61785)
C (4.65941, 9.43863, -3.37695)
O (3.92459, 8.93917, -4.18404)
O (4.82078, 8.98810, -2.10236)
H (5.76360, 9.89308, -0.48826)
H (6.82475, 9.07847, -1.66002)
H (5.34715, 11.73772, -1.96005)
H (6.99215, 11.31961, -2.49105)

## Properties
Energy above the lowest of the compared OMol25 structures with the same formula, charge and spin (eV): 7.232